(1)
Density functional theory data (ωB97M-V/def2-TZVPD) for an isolated ion of composition CH5N2S and charge +1 in a non-equilibrium geometry.

The total charge is +1. The largest force on an atom is 5.37 eV/Å. The energy relative to the best compared isomer or geometry (same formula, charge and spin) comes out at 57.55 kcal per mole. As for the SMILES: [NH3+][C@H]1NS1. Its multiplicity is 1.

Cartesian coordinates (Å):
C (-0.553, 0.344, -0.537)
N (-1.280, -0.665, -1.047)
N (0.439, -0.214, 0.747)
S (-2.389, 0.325, -0.059)
H (-0.287, 1.353, -0.952)
H (-1.414, -0.957, -1.965)
H (-0.176, -0.806, 1.328)
H (0.944, 0.562, 1.071)
H (1.200, -0.870, 0.299)

natural (NBO) atomic charge list, values in e, 4 entries: number 1, C, carries 0.056; number 2, N, carries -0.705; number 3, N, carries -0.745; number 4, S, carries 0.330


(2)
Density functional theory data (ωB97M-V/def2-TZVPD) for C33H23AsBrN3ORhS as an isolated structure in a non-equilibrium geometry.

The total charge is +1. Its electronic energy is -6829.03878 Eh. The largest force on an atom is 2.99 eV/Å. Its multiplicity is 1.

Cartesian coordinates (Å):
Rh (-0.596, 0.893, -0.105)
Br (5.473, -4.143, 2.681)
C (5.612, -2.258, 2.688)
C (6.794, -1.656, 2.275)
C (6.892, -0.280, 2.273)
C (5.794, 0.505, 2.644)
C (4.612, -0.121, 3.082)
C (4.527, -1.497, 3.107)
N (5.942, 1.875, 2.600)
N (5.035, 2.718, 2.699)
C (3.796, 2.777, 2.185)
C (2.876, 3.676, 2.752)
C (1.534, 3.635, 2.446)
C (1.024, 2.710, 1.511)
O (-0.230, 2.519, 1.297)
C (1.990, 1.971, 0.758)
N (1.500, 1.260, -0.283)
C (2.329, 0.615, -1.089)
C (3.710, 0.657, -0.917)
C (4.230, 1.335, 0.167)
C (3.369, 1.999, 1.046)
H (7.626, -2.269, 1.959)
H (7.803, 0.219, 1.971)
H (3.781, 0.482, 3.425)
H (3.623, -1.985, 3.443)
H (3.255, 4.360, 3.499)
H (0.829, 4.284, 2.947)
H (1.882, 0.071, -1.910)
H (4.352, 0.168, -1.634)
H (5.301, 1.387, 0.311)
S (-0.205, -1.120, 0.900)
C (-1.360, -2.290, 0.290)
C (-1.511, -3.487, 0.991)
C (-2.422, -4.433, 0.555)
C (-3.191, -4.200, -0.578)
C (-3.039, -3.019, -1.282)
C (-2.127, -2.059, -0.858)
As (-1.850, -0.392, -1.808)
C (-3.188, -0.530, -3.229)
C (-2.724, -0.990, -4.460)
C (-3.614, -1.198, -5.501)
C (-4.962, -0.933, -5.313)
C (-5.419, -0.459, -4.090)
C (-4.534, -0.251, -3.043)
C (-2.817, 0.812, -0.557)
C (-3.034, 2.128, -1.021)
C (-3.861, 2.989, -0.329)
C (-4.476, 2.566, 0.845)
C (-4.240, 1.292, 1.340)
C (-3.425, 0.414, 0.643)
H (-0.917, -3.664, 1.878)
H (-2.531, -5.360, 1.101)
H (-3.901, -4.942, -0.917)
H (-3.628, -2.838, -2.173)
H (-1.665, -1.189, -4.588)
H (-3.257, -1.564, -6.454)
H (-5.660, -1.095, -6.123)
H (-6.472, -0.255, -3.952)
H (-4.894, 0.116, -2.089)
H (-2.579, 2.444, -1.955)
H (-4.036, 3.988, -0.704)
H (-5.152, 3.229, 1.368)
H (-4.699, 0.976, 2.266)
H (-3.277, -0.591, 1.022)

natural (NBO) atomic charge list, values in e, 4 entries: number 1, Rh, carries 0.746; number 2, Br, carries 0.084; number 3, C, carries -0.075; number 4, C, carries -0.233


(3)
Density functional theory data (ωB97M-V/def2-TZVPD) for C17H36Cl3CoN9Si5 as an isolated structure.

The largest force on an atom is 0.30 eV/Å. The energy relative to the best compared isomer or geometry (same formula, charge and spin) comes out at 1.97 kcal per mole. Its multiplicity is 2.

Cartesian coordinates (Å):
Co (-1.749, 0.235, -0.128)
N (-3.480, 0.489, 3.783)
C (-3.044, 1.213, 2.746)
N (-2.715, 0.397, 1.769)
C (-2.973, -0.836, 2.283)
N (-3.445, -0.828, 3.506)
C (-2.713, -2.015, 1.463)
C (-3.069, -3.307, 1.824)
N (-2.893, -4.333, 1.003)
C (-2.354, -4.061, -0.181)
C (-1.963, -2.780, -0.541)
N (-2.130, -1.754, 0.287)
H (-3.796, 0.810, 4.683)
H (-2.977, 2.289, 2.730)
H (-3.518, -3.497, 2.791)
H (-2.212, -4.887, -0.866)
H (-1.509, -2.570, -1.498)
C (1.408, -1.838, -2.203)
Si (1.861, -0.159, -1.461)
C (1.521, 1.120, -2.806)
C (3.734, -0.185, -1.236)
Si (0.595, 0.284, 0.467)
Si (1.571, 2.200, 1.432)
C (3.374, 2.046, 1.975)
C (0.640, 2.677, 3.007)
C (1.596, 3.672, 0.255)
Si (1.268, -1.386, 2.004)
C (0.995, -3.163, 1.412)
C (3.097, -1.401, 2.475)
C (0.362, -1.210, 3.657)
H (1.952, -1.996, -3.139)
H (0.342, -1.904, -2.427)
H (1.664, -2.655, -1.525)
H (2.000, 0.820, -3.743)
H (1.911, 2.101, -2.524)
H (0.452, 1.238, -2.981)
H (4.219, -0.376, -2.199)
H (4.053, -0.965, -0.542)
H (4.106, 0.769, -0.860)
H (3.497, 1.414, 2.854)
H (3.734, 3.046, 2.237)
H (4.018, 1.655, 1.187)
H (0.760, 1.907, 3.774)
H (-0.424, 2.809, 2.820)
H (1.032, 3.616, 3.410)
H (2.315, 3.494, -0.549)
H (1.924, 4.562, 0.801)
H (0.635, 3.899, -0.202)
H (1.728, -3.415, 0.642)
H (0.009, -3.353, 0.997)
H (1.146, -3.854, 2.246)
H (3.749, -1.453, 1.602)
H (3.282, -2.292, 3.083)
H (3.395, -0.533, 3.061)
H (-0.725, -1.201, 3.567)
H (0.658, -0.283, 4.153)
H (0.635, -2.040, 4.316)
N (-1.803, 1.735, -5.084)
C (-1.819, 0.440, -5.422)
N (-1.738, 0.120, -6.727)
N (-1.927, -0.561, -4.572)
C (-1.946, -0.308, -3.291)
N (-1.959, -0.189, -2.139)
H (-1.576, 2.439, -5.763)
H (-1.747, 2.012, -4.111)
H (-1.759, 0.814, -7.449)
H (-1.811, -0.851, -6.971)
Cl (-4.080, 2.307, -1.173)
Si (-2.045, 2.406, -0.602)
Cl (-2.117, 3.935, 0.843)
Cl (-1.220, 3.470, -2.233)

Mulliken atomic charge list, values in e, 4 entries: number 1, Co, carries 0.143; number 2, N, carries 0.149; number 3, C, carries -0.253; number 4, N, carries 0.110


(4)
Density functional theory data (ωB97M-V/def2-TZVPD) for a 2-piece molecular cluster, C4H10N2 overall in a non-equilibrium geometry.

The largest force on an atom is 1.11 eV/Å. The energy relative to the best compared isomer or geometry (same formula, charge and spin) comes out at 31.98 kcal per mole. As for the SMILES: [H]/N=C/N.C=CC. Its multiplicity is 1.

Cartesian coordinates (Å):
C (-1.301, -1.708, 1.535)
C (0.171, -1.515, 1.622)
C (0.816, -0.797, 2.535)
H (-1.761, -1.391, 0.598)
H (-1.816, -1.227, 2.370)
H (-1.546, -2.765, 1.669)
H (0.758, -2.076, 0.895)
H (1.900, -0.808, 2.546)
H (0.261, -0.087, 3.130)
N (0.852, 1.703, -1.387)
C (0.449, 1.605, -2.723)
N (-0.287, 2.494, -3.258)
H (0.408, 2.555, -1.059)
H (0.557, 0.875, -0.884)
H (0.848, 0.788, -3.322)
H (-0.310, 2.354, -4.266)

natural (NBO) atomic charge list, values in e, 4 entries: number 1, C, carries -0.654; number 2, C, carries -0.172; number 3, C, carries -0.407; number 4, H, carries 0.217


What is the formula in the third record? C17H36Cl3CoN9Si5